[1]
Here is the ion C9H12N3O2 with charge +1 from OMol25. Energies are from ωB97M-V/def2-TZVPD.

Last column: Mulliken charge in e.
Element x y z (Å)
C1 3.06 1.11 -0.61  -1.368
C2 2.03 0.68 0.43  -0.559
C3 0.67 0.34 -0.22  0.285
C4 0.80 -0.84 -1.13  -0.768
C5 0.55 -2.08 -0.68  -0.345
N1 0.27 -2.30 0.64  -0.365
C6 -0.11 -1.39 1.41  -0.370
C7 -0.38 0.05 0.90  -0.431
N2 -1.71 0.17 0.40  0.613
C8 -2.70 0.93 0.81  0.212
C9 -3.85 0.69 -0.07  0.065
O1 -4.94 1.14 -0.12  -0.402
O2 -3.37 -0.29 -0.97  -0.256
N3 -2.11 -0.64 -0.59  -0.118
H1 3.32 0.29 -1.28  0.359
H2 3.97 1.43 -0.11  0.407
H3 2.69 1.95 -1.20  0.349
H4 1.88 1.49 1.14  0.361
H5 2.40 -0.19 0.97  0.335
H6 0.34 1.22 -0.78  0.386
H7 1.17 -0.67 -2.13  0.482
H8 0.65 -2.97 -1.28  0.407
H9 -0.24 -1.58 2.46  0.419
H10 -0.26 0.76 1.72  0.472
H11 -2.66 1.61 1.63  0.490
H12 -1.46 -0.91 -1.33  0.339

## Properties
Max |F|, Eh/bohr: 0.042
Structure (SMILES): CC[C@H]1C=CN=C[C@@H]1[n+]1cc(=O)o[nH]1
Multiplicity: 1
Net charge: +1
Total energy, eV: -18082.108

[2]
Here is the ion C9H12N5 with charge +1 from OMol25. Energies are from ωB97M-V/def2-TZVPD.

Last column: Mulliken charge in e.
Element x y z (Å)
N1 -2.14 -0.07 1.31  -0.290
C1 -1.05 -0.85 1.57  -0.359
C2 0.22 -0.54 1.97  -0.018
N2 0.64 0.77 2.33  -0.481
C3 1.62 1.28 1.68  -0.330
N3 2.29 0.56 0.62  -0.195
C4 1.54 -0.34 -0.16  0.574
N4 1.94 -1.62 -0.22  -0.324
C5 0.41 0.18 -0.94  0.770
C6 -0.28 -0.70 -1.85  -0.656
C7 -1.33 -0.10 -2.58  -0.543
C8 -1.72 1.25 -2.39  -0.318
N5 -0.95 2.04 -1.65  -0.545
C9 0.00 1.53 -0.95  -0.049
H1 -3.07 -0.26 1.16  0.174
H2 -2.04 0.94 1.43  0.229
H3 -1.32 -1.99 1.45  0.255
H4 0.93 -1.27 2.24  0.548
H5 1.97 2.38 1.87  0.401
H6 3.21 0.43 0.79  0.267
H7 1.76 -2.10 -0.99  0.196
H8 2.90 -1.80 0.29  0.308
H9 -0.28 -1.79 -1.93  0.316
H10 -1.84 -0.60 -3.41  0.398
H11 -2.68 1.62 -2.79  0.409
H12 0.56 2.30 -0.26  0.265

## Properties
Max |F|, Eh/bohr: 0.130
Structure (SMILES): N/C=C\N=C/NC(=[NH2+])c1cccnc1
Multiplicity: 1
Net charge: +1
Total energy, eV: -16969.010

[3]
Here is a cluster of 2 separate species, C9H12N5 in total from OMol25. Energies are from ωB97M-V/def2-TZVPD.

Last column: Mulliken charge in e.
Element x y z (Å)
C1 -3.74 -0.78 -1.26  -0.437
C2 -1.82 -0.41 -2.15  0.082
C3 -1.92 -0.99 1.82  -0.293
C4 -2.91 -0.84 -0.19  0.287
C5 2.99 0.63 0.78  -0.677
C6 1.95 1.76 0.57  -0.611
C7 2.07 -0.57 0.69  -0.614
C8 1.30 1.22 -0.63  -0.396
C9 -0.71 -0.55 0.12  0.694
N1 -3.10 -0.54 -2.42  -0.504
N2 -1.59 -0.49 -0.83  -0.027
N3 -0.73 -0.72 1.33  -0.225
N4 -2.98 -1.06 1.08  -0.432
N5 1.21 -0.23 -0.37  -0.207
H1 -4.81 -1.00 -1.26  0.414
H2 -1.20 -0.03 -2.96  0.398
H3 -1.86 -1.20 2.90  0.400
H4 3.88 0.66 0.19  0.328
H5 3.30 0.63 1.89  0.320
H6 1.23 1.77 1.39  0.250
H7 2.21 2.77 0.38  0.413
H8 2.45 -1.54 0.77  0.519
H9 1.42 -0.64 1.60  0.262
H10 0.15 1.62 -0.57  0.281
H11 1.88 1.34 -1.59  0.371
H12 1.32 -0.82 -1.25  0.402

## Properties
Max |F|, Eh/bohr: 0.109
Multiplicity: 1
Net charge: +1
Total energy, eV: -16967.669

[4]
Here is a structure of composition C9H12NO2S from OMol25. Energies are from ωB97M-V/def2-TZVPD.

Last column: Mulliken charge in e.
Element x y z (Å)
C1 2.54 2.11 0.25  -0.273
C2 2.16 1.08 1.05  -0.512
C3 1.83 2.40 -0.93  -0.506
C4 1.03 0.30 0.72  -0.112
C5 0.77 1.60 -1.30  -0.489
C6 0.20 0.58 -0.37  0.206
C7 -2.53 -1.67 -1.05  -1.343
C8 -2.44 -0.43 1.21  -1.215
C9 -1.59 -0.98 -0.03  0.810
N1 -0.97 0.10 -0.77  -0.832
O1 3.29 -1.41 -0.41  -0.543
O2 1.30 -2.51 0.64  -0.551
S1 1.83 -1.59 -0.37  0.684
H1 3.29 2.81 0.66  0.313
H2 2.57 1.10 2.08  0.266
H3 2.27 3.03 -1.75  0.234
H4 0.83 -0.40 1.50  0.481
H5 0.34 1.71 -2.28  0.373
H6 -1.80 -2.07 -1.97  0.210
H7 -3.09 -2.48 -0.61  0.386
H8 -3.18 -0.82 -1.27  0.354
H9 -3.53 -0.48 1.06  0.364
H10 -2.13 0.65 1.35  0.284
H11 -2.19 -1.05 2.19  0.222
H12 -0.79 -1.59 0.40  0.190

## Properties
Max |F|, Eh/bohr: 0.067
Multiplicity: 1
Net charge: -1
Total energy, eV: -25947.014

[5]
Here is an isolated molecule of C9H12NP from OMol25. Energies are from ωB97M-V/def2-TZVPD.

Last column: Mulliken charge in e.
Element x y z (Å)
C1 -0.92 -2.68 3.23  -0.719
C2 -0.72 -1.78 2.30  0.014
N1 -1.88 -1.47 1.60  -0.537
C3 -1.98 -0.65 0.70  0.439
C4 -2.72 0.09 -0.19  -0.608
C5 -1.20 0.27 -0.19  0.098
C6 -0.29 1.08 0.65  -0.462
C7 0.98 1.42 0.37  -0.473
C8 1.64 1.25 -0.85  -0.233
P1 0.98 0.86 -2.35  0.072
C9 2.56 1.01 -3.35  -1.062
H1 -0.14 -3.09 3.87  0.268
H2 -1.84 -3.20 3.24  0.318
H3 0.16 -1.20 1.98  0.307
H4 -3.33 0.90 0.05  0.248
H5 -3.17 -0.39 -1.11  0.217
H6 -0.60 -0.08 -1.02  0.074
H7 -0.77 1.18 1.62  0.472
H8 1.67 1.85 1.08  0.304
H9 2.71 1.25 -0.88  0.303
H10 2.72 2.12 -3.46  0.315
H11 2.60 0.62 -4.35  0.355
H12 3.55 0.65 -2.93  0.288

## Properties
Max |F|, Eh/bohr: 0.075
Structure (SMILES): C=C/N=C1/C[C@H]1/C=C\C=P\C
Multiplicity: 1
Net charge: 0
Total energy, eV: -20301.065

[6]
Here is an isolated molecule of C9H12O2 from OMol25. Energies are from ωB97M-V/def2-TZVPD.

Last column: Mulliken charge in e.
Element x y z (Å)
C1 3.14 1.34 -0.18  -0.727
C2 2.07 0.52 0.05  0.352
C3 0.65 0.60 -0.55  -0.390
C4 -0.08 -0.65 -0.12  0.964
C5 -1.30 -1.13 -0.66  -1.200
C6 -2.28 -0.08 -0.39  -0.701
C7 -1.89 0.66 0.81  -0.764
C8 -0.78 -0.28 1.24  -0.457
O1 1.01 -1.69 -0.15  -0.417
C9 2.14 -1.01 0.23  0.376
O2 3.22 -1.38 0.54  -0.532
H1 4.37 1.34 -0.21  0.299
H2 2.40 2.24 -0.57  0.157
H3 0.33 1.71 -0.39  0.284
H4 0.69 0.19 -1.74  0.131
H5 -1.28 -2.10 -0.09  0.443
H6 -1.20 -1.78 -1.76  0.240
H7 -2.47 0.53 -1.38  0.265
H8 -3.18 -0.51 -0.51  0.626
H9 -2.79 0.77 1.61  0.277
H10 -1.55 1.57 0.58  0.297
H11 -0.04 0.48 1.89  0.208
H12 -1.17 -1.33 1.77  0.267

## Properties
Max |F|, Eh/bohr: 0.148
Structure (SMILES): C=C1CC2(CCCC2)OC1=O
Multiplicity: 1
Net charge: 0
Total energy, eV: -13616.080